Entry from OMol25: the ion C3H5N2 with charge +1 (ωB97M-V/def2-TZVPD).

* gap between HOMO and LUMO (alpha / beta): 9.974 / 10.151 eV
* spin multiplicity: 3
* energy above the lowest of the compared OMol25 structures with the same formula, charge and spin: 1.017 eV
* E_HOMO (alpha / beta): -13.87 / -16.62 eV
* charge: +1

CARTESIAN COORDINATES (ANGSTROEM)
C1 0.79 1.84 0.48
C2 -0.27 0.79 0.77
C3 1.27 0.24 -1.07
N1 1.61 1.33 -0.57
N2 -0.04 -0.33 -0.23
H1 0.15 0.43 1.69
H2 -1.29 1.00 1.01
H3 1.52 -0.51 -1.91
H4 0.06 -1.23 0.28
H5 -0.92 -0.32 -0.79

---

Entry from OMol25: a structure of composition C20H26O7 (ωB97M-V/def2-TZVPD).

* gap between HOMO and LUMO: 9.158 eV
* spin multiplicity: 1
* E_HOMO: -9.07 eV

CARTESIAN COORDINATES (ANGSTROEM)
C1 1.91 1.88 -3.73
C2 0.62 2.79 -3.33
H1 0.14 3.24 -4.11
H2 0.97 3.47 -2.65
O1 -0.44 1.87 -2.98
C3 -0.57 2.10 -1.58
O2 0.02 3.01 -0.89
C4 -1.82 1.02 -1.11
C5 -2.99 1.81 -0.63
O3 -3.95 2.07 -1.35
C6 -2.76 2.44 0.91
H3 -3.77 2.82 1.07
H4 -2.12 3.36 0.43
C7 -2.31 1.56 1.90
O4 -3.43 0.53 1.89
H5 -2.86 -0.09 2.50
C8 -2.05 2.41 3.00
H6 -1.21 3.08 2.98
H7 -3.13 2.79 3.55
H8 -1.68 1.62 3.98
C9 -1.04 0.81 1.29
C10 -0.32 -0.16 2.45
O5 -1.18 -0.94 3.02
O6 0.97 0.01 2.61
C11 1.21 -1.19 3.46
C12 1.66 -2.22 2.64
H9 2.34 -1.98 1.56
H10 0.72 -2.78 2.42
H11 2.38 -2.96 3.23
H12 2.38 -0.45 3.72
H13 0.70 -1.26 4.31
H14 -0.32 1.58 1.13
C13 -1.26 0.16 0.07
C14 -0.04 -0.63 -0.57
C15 -0.18 -1.97 -0.87
C16 0.85 -2.77 -1.02
C17 1.98 -2.25 -1.33
C18 2.50 -0.71 -0.82
C19 1.24 -0.10 -0.46
H15 1.51 0.86 -0.08
H16 3.36 -0.23 -0.96
H17 3.26 -2.74 -1.50
O7 0.66 -4.08 -1.61
C20 1.69 -4.84 -2.12
H18 2.09 -4.63 -2.90
H19 1.06 -5.70 -2.22
H20 2.38 -4.86 -1.29
H21 -1.22 -2.27 -0.86
H22 -2.19 -0.63 0.26
H23 -1.90 0.43 -1.93
H24 2.23 1.27 -2.86
H25 1.48 1.01 -4.44
H26 2.45 2.46 -4.17

---

Entry from OMol25: a structure of composition C18H45BrMnN3O6 (ωB97M-V/def2-TZVPD).

* gap between HOMO and LUMO (alpha / beta): 7.054 / 1.481 eV
* spin multiplicity: 6
* energy above the lowest of the compared OMol25 structures with the same formula, charge and spin: 4.714 eV
* E_HOMO (alpha / beta): -10.73 / -9.11 eV
* charge: +1

CARTESIAN COORDINATES (ANGSTROEM)
Mn1 -26.21 -21.42 12.02
Br1 -28.20 -23.11 12.28
C1 -28.44 -29.81 11.84
O1 -29.68 -30.11 11.13
C2 -30.58 -29.02 11.17
C3 -30.04 -27.91 10.22
N1 -30.88 -26.75 10.07
C4 -30.69 -25.84 11.21
C5 -31.63 -24.65 11.08
O2 -32.94 -25.14 11.05
C6 -33.44 -25.77 12.25
H1 -27.71 -30.60 11.69
H2 -28.59 -29.70 12.91
H3 -27.93 -28.98 11.36
H4 -30.92 -28.60 12.11
H5 -31.47 -29.46 10.72
H6 -29.99 -28.37 9.23
H7 -29.04 -27.55 10.45
H8 -31.85 -27.05 10.08
H9 -29.65 -25.53 11.30
H10 -30.88 -26.26 12.20
H11 -31.41 -24.15 10.13
H12 -31.41 -24.03 11.95
H13 -33.00 -26.77 12.19
H14 -34.52 -25.91 12.23
H15 -33.11 -25.23 13.13
C7 -30.96 -27.83 15.00
O3 -31.45 -26.47 15.01
C8 -30.37 -25.50 15.23
C9 -30.94 -24.06 15.31
N2 -29.91 -23.04 15.49
C10 -30.48 -21.75 15.75
C11 -31.23 -21.06 14.64
O4 -31.59 -19.72 14.99
C12 -32.74 -19.14 14.39
H16 -31.62 -28.46 14.39
H17 -31.04 -28.29 15.99
H18 -29.92 -27.86 14.69
H19 -29.68 -25.62 14.39
H20 -29.77 -25.69 16.11
H21 -31.76 -24.03 16.03
H22 -31.48 -23.95 14.37
H23 -29.23 -23.01 14.74
H24 -29.60 -21.14 15.96
H25 -31.05 -21.85 16.67
H26 -32.13 -21.65 14.44
H27 -30.67 -21.03 13.70
H28 -32.55 -18.91 13.34
H29 -32.85 -18.14 14.82
H30 -33.64 -19.76 14.38
C13 -26.81 -25.90 14.68
O5 -25.63 -26.69 14.55
C14 -24.53 -26.17 13.70
C15 -24.85 -26.50 12.21
N3 -25.65 -25.44 11.57
C16 -26.11 -25.77 10.22
C17 -25.11 -26.10 9.10
O6 -24.20 -24.96 8.84
C18 -23.09 -25.39 7.97
H31 -27.29 -26.25 15.59
H32 -27.45 -25.98 13.80
H33 -26.60 -24.85 14.83
H34 -23.71 -26.85 13.92
H35 -24.15 -25.20 14.00
H36 -25.28 -27.50 12.18
H37 -23.85 -26.58 11.79
H38 -26.43 -25.25 12.18
H39 -26.75 -24.94 9.91
H40 -26.73 -26.66 10.31
H41 -25.54 -26.51 8.19
H42 -24.60 -27.02 9.37
H43 -22.57 -26.25 8.38
H44 -22.34 -24.62 7.76
H45 -23.43 -25.70 6.98

---

Entry from OMol25: a cluster of 9 separate species, C35H49Cl2N9O2P in total (ωB97M-V/def2-TZVPD).

* gap between HOMO and LUMO: 6.205 eV
* spin multiplicity: 1
* E_HOMO: -4.37 eV
* charge: -1

CARTESIAN COORDINATES (ANGSTROEM)
C1 4.37 -0.70 -4.07
C2 2.95 -0.77 -4.64
Cl1 3.07 -0.55 -6.44
C3 2.16 -2.04 -4.39
Cl2 2.53 -2.73 -2.77
P1 0.25 -1.66 -4.44
O1 -1.55 -1.24 -4.48
N1 -1.78 0.04 -4.08
O2 -2.05 0.78 -4.98
H1 4.63 -1.53 -3.43
H2 5.09 -0.68 -4.88
H3 4.49 0.24 -3.53
H4 2.37 0.08 -4.29
H5 2.40 -2.77 -5.15
H6 0.45 -0.67 -3.37
H7 -0.02 -2.65 -3.42
H8 0.01 -2.67 -5.47
H9 0.44 -0.65 -5.45
N2 8.06 -0.38 -4.15
C4 8.89 0.69 -4.35
C5 9.41 1.05 -3.13
C6 8.87 0.16 -2.16
C7 8.05 -0.71 -2.83
H10 7.54 -0.85 -4.87
H11 9.03 1.10 -5.33
H12 10.09 1.86 -2.95
H13 9.07 0.15 -1.10
H14 7.45 -1.53 -2.47
N3 -1.73 -3.95 0.91
C8 -0.53 -4.40 0.42
C9 -0.32 -3.80 -0.79
C10 -1.43 -2.95 -1.04
C11 -2.28 -3.06 0.02
H15 -2.14 -4.22 1.79
H16 0.06 -5.11 0.97
H17 0.53 -3.93 -1.44
H18 -1.58 -2.33 -1.91
H19 -3.23 -2.59 0.22
N4 -5.21 -0.38 0.24
C12 -4.19 0.52 0.36
C13 -4.61 1.52 1.20
C14 -5.94 1.20 1.60
C15 -6.28 0.02 0.98
H20 -5.18 -1.21 -0.32
H21 -3.25 0.37 -0.15
H22 -4.03 2.38 1.49
H23 -6.57 1.79 2.24
H24 -7.19 -0.55 1.01
N5 -8.31 1.03 4.26
C16 -9.41 0.53 4.91
C17 -9.64 1.33 6.00
C18 -8.65 2.35 6.00
C19 -7.85 2.13 4.91
H25 -7.91 0.63 3.43
H26 -9.92 -0.35 4.55
H27 -10.44 1.20 6.72
H28 -8.55 3.15 6.71
H29 -6.99 2.67 4.55
N6 12.16 1.98 -5.33
C20 13.38 1.52 -5.76
C21 13.70 2.20 -6.91
C22 12.64 3.11 -7.17
C23 11.71 2.95 -6.18
H30 11.68 1.66 -4.51
H31 13.90 0.75 -5.22
H32 14.60 2.07 -7.49
H33 12.57 3.80 -8.00
H34 10.77 3.44 -6.01
N7 -8.17 -0.26 8.59
C24 -7.29 -0.14 9.63
C25 -7.93 -0.55 10.77
C26 -9.24 -0.94 10.40
C27 -9.36 -0.75 9.04
H35 -7.97 -0.02 7.63
H36 -6.29 0.23 9.47
H37 -7.50 -0.56 11.76
H38 -10.02 -1.31 11.05
H39 -10.18 -0.91 8.37
N8 8.39 -2.97 -9.30
C28 9.22 -2.85 -8.21
C29 8.69 -1.89 -7.39
C30 7.50 -1.41 -8.00
C31 7.34 -2.09 -9.18
H40 8.53 -3.60 -10.06
H41 10.10 -3.46 -8.12
H42 9.11 -1.57 -6.45
H43 6.83 -0.65 -7.63
H44 6.58 -2.04 -9.93
N9 -8.81 2.92 9.69
C32 -7.84 3.88 9.78
C33 -8.31 4.88 10.58
C34 -9.62 4.51 11.00
C35 -9.90 3.30 10.43
H45 -8.74 2.07 9.17
H46 -6.90 3.76 9.27
H47 -7.78 5.78 10.85
H48 -10.28 5.07 11.64
H49 -10.77 2.67 10.49

---

Entry from OMol25: an isolated molecule of C6H6N2O2 (ωB97M-V/def2-TZVPD).

* gap between HOMO and LUMO: 8.308 eV
* spin multiplicity: 1
* energy above the lowest of the compared OMol25 structures with the same formula, charge and spin: 4.562 eV
* SMILES string: CC(=C=O)NC(O)=C=C=N
* E_HOMO: -7.87 eV

CARTESIAN COORDINATES (ANGSTROEM)
C1 -1.08 -2.66 0.36
C2 -0.59 -1.55 0.06
C3 -0.14 1.28 1.48
C4 0.50 1.32 0.34
C5 -0.47 -0.66 -0.87
C6 1.68 2.20 0.30
N1 -1.63 -3.72 0.69
N2 0.03 0.60 -0.78
O1 -0.57 1.46 2.54
O2 -0.84 -0.90 -2.14
H1 2.77 1.73 0.24
H2 1.61 2.47 -0.79
H3 1.61 3.09 0.99
H4 -0.05 1.19 -1.68
H5 -1.29 -4.18 1.53
H6 -1.53 -1.67 -2.27

---

Entry from OMol25: a cluster of 8 separate species, C5H28N2O8 in total (ωB97M-V/def2-TZVPD).

* gap between HOMO and LUMO: 9.382 eV
* spin multiplicity: 1
* energy above the lowest of the compared OMol25 structures with the same formula, charge and spin: 2.383 eV
* SMILES string: C[C@@H](N)CNCCO.O.O.O.O.O.O.O
* E_HOMO: -8.92 eV

CARTESIAN COORDINATES (ANGSTROEM)
N1 -2.89 1.57 0.68
C1 -2.16 0.32 0.79
C2 -2.31 -0.23 2.23
C3 -0.63 0.35 0.58
N2 -0.36 0.11 -0.88
C4 0.81 0.83 -1.38
C5 0.55 2.31 -1.72
O1 0.03 3.04 -0.61
H1 -0.83 2.65 -0.42
H2 -2.50 2.28 1.28
H3 -2.90 2.00 -0.24
H4 -2.64 -0.38 0.13
H5 -3.34 -0.07 2.54
H6 -1.68 0.35 2.90
H7 -2.17 -1.32 2.24
H8 -0.03 1.18 0.94
H9 -0.19 -0.49 1.12
H10 -0.08 -0.88 -0.89
H11 1.05 0.42 -2.36
H12 1.65 0.88 -0.67
H13 1.48 2.64 -2.13
H14 -0.20 2.44 -2.49
H15 -2.63 -0.75 -2.78
H16 -2.42 -0.93 -1.37
O2 -2.67 -1.47 -2.13
H17 -0.61 -3.06 -3.41
H18 -1.41 -2.76 -2.18
O3 -0.82 -3.45 -2.55
H19 1.22 -2.19 0.79
H20 2.18 -1.03 0.22
O4 1.58 -1.30 0.94
H21 -0.02 -4.41 0.41
H22 -0.10 -3.88 -1.00
O5 0.39 -3.77 -0.19
H23 4.14 0.53 -0.08
H24 2.77 1.05 0.16
O6 3.23 0.35 -0.31
H25 1.57 -0.08 2.48
H26 0.29 0.58 2.82
O7 1.23 0.64 3.03
H27 2.70 3.13 1.59
H28 2.33 1.78 2.19
O8 2.69 2.19 1.38

---

Entry from OMol25: a cluster of 2 separate species, C4H8N2O in total (ωB97M-V/def2-TZVPD).

* gap between HOMO and LUMO: 9.621 eV
* spin multiplicity: 1
* energy above the lowest of the compared OMol25 structures with the same formula, charge and spin: 1.296 eV
* SMILES string: Cc1c[nH]cn1.O
* E_HOMO: -8.79 eV

CARTESIAN COORDINATES (ANGSTROEM)
N1 1.37 1.82 1.14
C1 1.83 2.99 0.67
C2 0.89 2.01 -1.07
C3 0.74 1.22 0.01
N2 1.50 3.16 -0.61
C4 0.00 0.00 0.00
H1 2.27 3.86 1.14
H2 0.57 1.93 -2.11
H3 1.95 3.83 -1.24
H4 -1.08 0.21 -0.02
H5 0.25 -0.46 0.97
H6 0.23 -0.72 -0.81
O1 -1.70 2.16 3.79
H7 -1.55 1.67 4.63
H8 -0.95 1.90 3.21

---

Entry from OMol25: a structure of composition C5H4IN2 (ωB97M-V/def2-TZVPD).

* gap between HOMO and LUMO (alpha / beta): 7.381 / 7.384 eV
* spin multiplicity: 1
* energy above the lowest of the compared OMol25 structures with the same formula, charge and spin: 2.968 eV
* E_HOMO (alpha / beta): -12.76 / -12.76 eV
* charge: +1

CARTESIAN COORDINATES (ANGSTROEM)
C1 -0.46 2.17 2.24
C2 -0.31 1.19 1.58
C3 0.46 -0.46 -1.66
C4 -0.19 0.21 0.65
C5 0.01 -1.50 -0.84
N1 0.40 0.75 -1.06
N2 -0.36 -1.05 0.36
I1 -0.22 -3.52 -1.43
H1 -0.34 2.92 2.97
H2 0.80 -0.64 -2.74
H3 1.12 1.48 -1.07
H4 -0.92 -1.54 1.01

---

| no. | E (Ha) |
| --- | --- |
| 1 | -226.36113 |
| 2 | -1303.81069 |
| 3 | -5052.95976 |
| 4 | -3267.91198 |
| 5 | -492.07582 |
| 6 | -918.67813 |
| 7 | -341.95601 |
| 8 | -599.71119 |